Entry 1:
# C64H156AsF6N8O6

A molecular structure, C64H156AsF6N8O6 (ωB97M-V/def2-TZVPD, the OMol25 dataset).

Cartesian coordinates (Å):
As  18.5996  7.2036  9.4104
F  17.2819  6.8396  8.3151
F  19.7511  6.4824  8.2962
F  20.0052  7.4671  10.4827
F  17.4917  7.9203  10.5650
F  18.4048  5.6685  10.2834
F  18.7797  8.7292  8.5278
C  25.1448  9.7707  3.8136
C  25.6847  10.7879  4.8403
N  25.8628  10.3041  6.2420
C  26.3644  8.8622  6.1930
C  27.0145  11.0659  6.8875
C  26.8450  12.5802  6.9105
C  24.6388  10.4304  7.1401
C  23.3839  9.7217  6.7352
O  23.4062  8.3116  6.7477
C  22.2414  7.6605  6.2684
H  25.8354  8.9965  3.4970
H  24.9113  10.4164  2.9637
H  24.1746  9.3469  4.0767
H  25.1692  11.7507  4.8258
H  26.6378  11.1665  4.4603
H  27.2946  8.8926  5.6330
H  25.5914  8.2102  5.8045
H  26.6090  8.5846  7.2177
H  27.8998  10.7665  6.3317
H  27.1174  10.7906  7.9381
H  26.7549  12.9665  5.8938
H  27.7613  13.0428  7.2745
H  25.9927  12.8964  7.5077
H  24.3723  11.4854  7.0701
H  24.9908  10.2127  8.1473
H  23.1157  10.0295  5.7147
H  22.5494  10.0356  7.3765
H  21.4241  7.8019  6.9809
H  22.3369  6.5858  6.1187
H  21.9762  8.0446  5.2770
C  23.4093  6.0459  10.9555
C  24.6182  5.1008  10.7862
N  25.6124  5.5065  9.7028
C  24.7846  5.7889  8.4290
C  26.2526  6.8692  9.9901
C  26.9695  6.9728  11.3502
C  26.6628  4.3929  9.5770
C  27.9237  4.7733  8.8277
O  27.5800  5.3076  7.5636
C  28.7378  5.8575  6.8946
H  22.7720  6.1961  10.0864
H  23.6669  7.0381  11.3219
H  22.8288  5.5280  11.7219
H  24.2295  4.1315  10.4830
H  25.1619  5.1208  11.7273
H  24.2652  4.8466  8.2816
H  25.4949  6.1172  7.6792
H  24.1509  6.6507  8.6103
H  25.4649  7.6124  9.8838
H  26.9879  7.0512  9.2113
H  27.8438  7.6070  11.2268
H  27.3408  5.9901  11.6434
H  26.2883  7.3299  12.1191
H  26.1730  3.5593  9.0734
H  26.8349  4.1052  10.6125
H  28.5359  3.8673  8.7536
H  28.5858  5.4944  9.3178
H  28.5034  6.8267  6.4570
H  28.8999  5.2288  6.0160
H  29.6928  5.8669  7.4170
C  16.8719  13.1286  11.3383
C  18.0840  12.7900  12.2104
N  19.1510  11.9857  11.4498
C  18.6209  10.6662  10.8550
C  19.7524  13.0135  10.4635
C  19.6436  12.5289  9.0317
C  20.0894  11.5528  12.5738
C  21.1414  10.4681  12.3267
O  21.6811  10.6671  11.0306
C  22.7574  9.7624  10.8501
H  16.9901  13.7231  10.4351
H  16.2036  13.6409  12.0337
H  16.3482  12.2047  11.0867
H  17.5985  12.1040  12.9040
H  18.6084  13.6334  12.6475
H  17.8360  10.9082  10.1481
H  18.3361  10.1508  11.7667
H  19.4258  10.1776  10.3195
H  20.8067  13.1583  10.6824
H  19.2239  13.9600  10.5284
H  18.6315  12.3122  8.6913
H  20.3691  11.7336  8.8425
H  19.9794  13.2644  8.2941
H  19.4970  11.3945  13.4728
H  20.6365  12.4711  12.8042
H  20.6379  9.4860  12.3073
H  21.8172  10.3027  13.1692
H  23.7459  9.9518  11.2860
H  23.0178  9.6895  9.7904
H  22.4232  8.7877  11.2182
C  20.6411  -0.8333  11.8240
C  19.2897  -0.1278  12.0147
N  19.3418  1.4033  11.8407
C  19.3850  1.6882  10.3518
C  18.1372  2.0589  12.4600
C  16.7624  1.4999  12.0616
C  20.5977  2.0664  12.3975
C  20.8685  1.6354  13.8148
O  20.0918  2.4006  14.7544
C  20.2813  1.9103  16.0862
H  20.9917  -0.9604  10.7985
H  20.7145  -1.8521  12.2114
H  21.4725  -0.3705  12.3584
H  18.7734  -0.2884  12.9571
H  18.6565  -0.5518  11.2373
H  18.6469  1.0589  9.8523
H  20.3126  1.2160  10.0324
H  19.2030  2.7170  10.0542
H  18.3155  3.1289  12.3358
H  18.1528  1.9650  13.5466
H  16.0668  2.0096  12.7361
H  16.6923  0.4918  12.4724
H  16.3395  1.5823  11.0650
H  20.4208  3.1351  12.2824
H  21.4537  1.7778  11.7918
H  21.8884  1.8234  14.1695
H  20.7894  0.5560  13.9569
H  19.4642  1.2039  16.2620
H  20.0694  2.7074  16.7998
H  21.2267  1.4428  16.3606
C  16.3858  3.5308  7.7418
C  16.5793  4.5327  6.6265
N  16.4951  3.9734  5.2051
C  17.7519  3.2125  4.9139
C  15.2360  3.0572  5.0664
C  15.1321  2.3020  3.7638
C  16.3027  5.1261  4.2335
C  17.3240  6.2712  4.3363
O  18.5021  5.6794  3.8140
C  19.7548  6.3268  3.9260
H  16.5358  3.9597  8.7353
H  17.1520  2.7501  7.7224
H  15.4281  3.0138  7.7889
H  17.5816  4.9382  6.7471
H  15.8895  5.3670  6.7382
H  17.7518  2.2406  5.4136
H  18.6181  3.7874  5.2113
H  17.7492  2.8935  3.8739
H  14.4226  3.7734  5.1632
H  15.3706  2.3959  5.9151
H  14.2789  1.6320  3.8791
H  15.9549  1.5990  3.6206
H  15.0533  2.9480  2.8938
H  15.2680  5.4691  4.2540
H  16.3691  4.6640  3.2491
H  17.5246  6.6195  5.3569
H  17.0780  7.1697  3.7635
H  20.1227  6.2535  4.9566
H  19.6907  7.3848  3.6574
H  20.4395  5.8016  3.2650
C  15.0079  9.9276  9.1117
C  13.7981  8.9872  9.0424
N  13.2163  8.4036  10.3218
C  11.8972  7.7591  9.9548
C  14.0961  7.3000  10.9844
C  14.3134  6.0615  10.0950
C  13.0653  9.5401  11.3258
C  12.5225  9.1447  12.7106
O  11.2450  8.5847  12.6079
C  10.7575  8.2308  13.9271
H  15.8762  9.5900  9.6744
H  14.7223  10.9552  9.3452
H  15.3881  10.1032  8.1011
H  14.0335  8.0654  8.5086
H  12.9821  9.4211  8.4675
H  11.2089  8.5290  9.6186
H  11.5253  7.2674  10.8471
H  12.1271  7.0002  9.2138
H  13.7590  6.9867  11.9655
H  15.0073  7.8945  11.0648
H  15.0296  5.3392  10.4853
H  14.7378  6.2916  9.1101
H  13.4460  5.5147  9.7221
H  12.4198  10.2453  10.8018
H  14.0558  9.9772  11.4404
H  12.4842  10.1290  13.1992
H  13.2734  8.6316  13.3197
H  11.4050  8.5416  14.7426
H  10.6525  7.1435  13.9899
H  9.7295  8.5816  13.9917
C  19.2144  10.4986  5.9233
C  19.7812  10.5824  4.5175
C  19.5469  11.8956  3.7471
N  20.0057  11.8841  2.2850
C  19.4077  10.7900  1.3868
C  21.5664  11.8599  2.3046
C  22.0097  13.3417  2.4325
C  20.7623  14.1905  2.0997
C  19.7370  13.2281  1.5809
H  19.6055  9.6540  6.4912
H  18.1457  10.2705  5.8847
H  19.3749  11.3792  6.5460
H  19.3375  9.7683  3.9430
H  20.8452  10.3386  4.6034
H  19.9525  12.8279  4.1289
H  18.4558  11.9413  3.7099
H  18.3646  11.0963  1.4033
H  19.6115  9.8211  1.8296
H  19.8506  10.8811  0.4003
H  21.7839  11.4580  1.3182
H  21.9348  11.2441  3.1183
H  22.8708  13.5126  1.7929
H  22.2221  13.6171  3.4646
H  21.0191  14.9256  1.3392
H  20.4172  14.7214  2.9848
H  19.8468  13.1456  0.4956
H  18.6782  13.4930  1.6060
C  15.9623  4.0249  15.4802
C  16.6663  4.9755  14.5461
C  17.3105  6.1699  15.2646
N  18.6518  6.6070  14.6549
C  18.5483  6.7165  13.1424
C  19.7630  5.6095  15.0584
C  21.0874  6.3843  15.0433
C  20.6357  7.8904  15.1116
C  19.1625  7.8442  15.3614
H  14.9433  4.3915  15.6228
H  16.4493  3.8302  16.4345
H  15.8790  3.0247  15.0498
H  16.1421  5.3622  13.6724
H  17.4557  4.3134  14.1655
H  17.6003  5.9280  16.2867
H  16.6599  7.0407  15.3479
H  18.4503  5.7538  12.6588
H  19.2941  7.3468  12.6686
H  17.5977  7.2404  13.0365
H  19.6952  4.7596  14.3896
H  19.6417  5.3198  16.1038
H  21.4971  5.9987  14.1044
H  21.8146  6.1333  15.8108
H  21.0056  8.2536  14.1529
H  21.0991  8.4599  15.9145
H  18.6152  8.6271  14.8334
H  18.9841  7.7888  16.4321

Summary:
LUMO: -12.050 eV
Charge: +7
ΔE to the lowest compared entry with this formula, charge and spin: 0.00 kJ/mol
Highest occupied orbital energy: -20.918 eV

***

Entry 2:
# C64H160O16

16 unconnected molecules or ions with the total composition C64H160O16 (ωB97M-V/def2-TZVPD, the OMol25 dataset).

Cartesian coordinates (Å):
C  2.7180  9.0582  -0.0529
C  3.3175  7.8302  0.5960
O  2.3098  6.8518  0.7784
C  2.8959  5.6284  1.2375
C  1.7871  4.6515  1.4473
H  2.5798  8.9496  -1.1220
H  1.8034  9.2686  0.5147
H  3.4298  9.8722  0.0978
H  4.1884  7.3963  0.0838
H  3.7027  8.1006  1.5706
H  3.5634  5.1533  0.4190
H  3.5103  5.8359  2.1598
H  2.1623  3.6270  1.4167
H  1.0516  4.6508  0.6126
H  1.2077  4.7728  2.3787
C  -1.4133  6.7463  3.6608
C  0.0165  6.5600  4.1585
O  0.2286  5.2362  4.5797
C  1.5392  5.0503  5.0903
C  1.8273  3.5134  5.1501
H  -2.1475  6.9712  4.4870
H  -1.3943  7.5464  2.9396
H  -1.6240  5.7957  3.1234
H  0.7200  6.7875  3.3492
H  0.1826  7.2615  4.9962
H  2.3054  5.5962  4.5221
H  1.5839  5.5014  6.1136
H  1.2168  3.0241  5.9358
H  2.8716  3.4778  5.4082
H  1.7307  3.0039  4.1810
C  -2.2570  5.4043  0.1004
C  -2.4057  5.5374  -1.4214
O  -3.7640  5.6297  -1.7226
C  -3.9906  5.9329  -3.1041
C  -5.3976  5.6112  -3.5410
H  -2.4518  6.3368  0.5822
H  -2.9046  4.6060  0.4850
H  -1.2517  5.0609  0.3117
H  -1.8627  6.3957  -1.7667
H  -1.9457  4.6122  -1.8038
H  -3.8888  7.0223  -3.3276
H  -3.2301  5.3768  -3.6631
H  -6.1597  6.3318  -3.1871
H  -5.6253  4.5690  -3.2159
H  -5.4813  5.6234  -4.6650
C  -4.0378  1.0439  -0.3133
C  -3.6913  0.6946  -1.7429
O  -4.4302  1.3806  -2.6409
C  -4.0769  1.0815  -3.9885
C  -4.9873  1.9116  -4.9080
H  -3.8759  2.1232  -0.2060
H  -5.1096  0.8412  -0.1144
H  -3.3999  0.4514  0.3806
H  -2.6205  0.8807  -1.9113
H  -3.8455  -0.4270  -1.9083
H  -3.0277  1.2719  -4.1909
H  -4.2708  -0.0275  -4.1838
H  -5.0104  2.9436  -4.6743
H  -5.9998  1.5371  -4.7985
H  -4.6377  1.8761  -5.9599
C  2.5964  -6.3087  -2.2237
C  1.4149  -5.5337  -1.6957
O  1.0796  -6.0909  -0.4457
C  -0.1294  -5.6724  0.0862
C  -0.5304  -6.6114  1.2117
H  3.4745  -6.1988  -1.5769
H  2.4061  -7.3997  -2.2608
H  2.9223  -5.8913  -3.2096
H  1.6892  -4.4540  -1.5420
H  0.5780  -5.6322  -2.4246
H  -0.0960  -4.6167  0.3480
H  -0.8767  -5.6656  -0.6544
H  -0.8491  -7.6003  0.8185
H  -1.4226  -6.1338  1.6718
H  0.2161  -6.6908  1.9870
C  4.3967  -3.2385  5.6256
C  4.4039  -4.3846  4.6399
O  3.9658  -3.8718  3.4059
C  4.0147  -4.7278  2.3129
C  3.4103  -4.0445  1.0940
H  3.3646  -2.8840  5.8425
H  4.6941  -3.5372  6.6174
H  5.0643  -2.4262  5.3035
H  5.3528  -4.8949  4.5386
H  3.6388  -5.0556  5.0193
H  5.1185  -4.9605  2.1753
H  3.5837  -5.7215  2.4641
H  3.5232  -4.7275  0.1983
H  3.9368  -3.1157  0.8751
H  2.3579  -3.8414  1.2116
C  -1.3322  -2.0647  -2.4844
C  -0.3390  -1.2994  -3.3284
O  0.3970  -2.1553  -4.1780
C  1.2762  -1.4570  -4.9741
C  2.1989  -2.3566  -5.6994
H  -1.9321  -1.4080  -1.8945
H  -2.1220  -2.4935  -3.1403
H  -0.8930  -2.7576  -1.8151
H  -0.8625  -0.5510  -3.9677
H  0.3742  -0.7935  -2.6704
H  0.7488  -0.8440  -5.7616
H  1.9330  -0.7509  -4.3821
H  2.8475  -2.9238  -5.0249
H  2.9610  -1.7893  -6.2712
H  1.6713  -3.0620  -6.3235
C  -4.1337  -7.3338  -2.9066
C  -4.5478  -5.8378  -2.6018
O  -3.6331  -5.3293  -1.6197
C  -4.0488  -4.0999  -1.0931
C  -3.3146  -3.9474  0.1534
H  -4.1606  -7.9414  -1.9809
H  -4.7917  -7.6895  -3.6604
H  -3.0763  -7.4065  -3.2210
H  -4.6206  -5.2540  -3.5247
H  -5.5428  -5.8352  -2.1393
H  -3.8651  -3.3257  -1.8644
H  -5.1807  -3.9970  -0.9154
H  -3.5615  -2.9946  0.5541
H  -2.2554  -3.9751  -0.1044
H  -3.6018  -4.7314  0.8463
C  5.7961  2.9002  1.0682
C  4.7504  1.7738  0.8173
O  4.2209  1.3963  2.0613
C  3.6131  0.1198  2.0411
C  3.0277  -0.2469  3.3768
H  6.4596  2.4353  1.8038
H  6.2618  3.1057  0.1009
H  5.3866  3.8456  1.4516
H  3.9142  2.1005  0.0937
H  5.2661  0.8958  0.4048
H  2.7899  0.1075  1.2692
H  4.3109  -0.7111  1.7339
H  3.7361  -0.1008  4.2292
H  2.7687  -1.3431  3.3424
H  2.0927  0.3046  3.5720
C  -3.1028  -0.9639  3.5487
C  -4.5398  -1.2759  3.9183
O  -4.9540  -2.4377  3.1874
C  -6.2953  -2.9097  3.4081
C  -6.4324  -4.1013  2.3772
H  -2.7496  -0.0108  3.9895
H  -2.4829  -1.7412  3.9558
H  -2.9514  -1.0351  2.4744
H  -4.6601  -1.4584  5.0348
H  -5.1916  -0.4068  3.6888
H  -6.4369  -3.1392  4.4698
H  -7.0744  -2.2245  3.1218
H  -7.4104  -4.4535  2.5730
H  -5.6697  -4.8917  2.4574
H  -6.4080  -3.6880  1.3658
C  -2.9631  -2.3878  7.3706
C  -2.8153  -3.5919  6.4533
O  -1.6069  -3.4361  5.6801
C  -1.1670  -4.6279  5.0749
C  0.0244  -4.3107  4.1937
H  -3.9085  -2.5654  7.9450
H  -2.1524  -2.3566  8.1665
H  -3.1085  -1.4368  6.8889
H  -2.6835  -4.5120  7.0381
H  -3.7065  -3.7681  5.8476
H  -0.9026  -5.3644  5.9069
H  -2.0554  -5.0725  4.5330
H  0.8091  -3.8677  4.8028
H  -0.3206  -3.6068  3.4402
H  0.3963  -5.2104  3.6346
C  -0.3165  -1.8491  1.1611
C  -0.2074  -0.2678  1.1154
O  0.2752  0.0944  -0.1701
C  0.4510  1.5238  -0.3213
C  0.5935  1.8259  -1.8085
H  -0.5491  -2.0761  2.1978
H  -1.0117  -2.2016  0.3776
H  0.6762  -2.2606  0.9802
H  -1.1625  0.2511  1.2995
H  0.5188  0.0167  1.8984
H  -0.4610  1.9982  0.1691
H  1.3379  1.8316  0.2570
H  -0.2704  1.4603  -2.3948
H  1.5300  1.4320  -2.1798
H  0.6284  2.8774  -1.9462
C  -3.6397  1.4179  6.7847
C  -2.3123  1.7250  6.1483
O  -2.5705  2.1365  4.8210
C  -1.4591  2.5656  4.0796
C  -1.8265  3.0553  2.6930
H  -4.1772  0.5496  6.3259
H  -3.5183  1.3878  7.8909
H  -4.2958  2.2954  6.5826
H  -1.7836  2.5255  6.7149
H  -1.6237  0.8794  6.2010
H  -0.9330  3.3748  4.6446
H  -0.8082  1.7010  3.9892
H  -2.2429  2.2283  2.0889
H  -0.9271  3.4961  2.2638
H  -2.6315  3.7806  2.7241
C  4.5429  1.4329  -8.0422
C  3.7374  1.2476  -6.8011
O  4.6510  0.9811  -5.7229
C  4.2005  1.3988  -4.4533
C  5.0972  0.7848  -3.4888
H  5.3232  2.1730  -7.8913
H  4.9209  0.4984  -8.4291
H  3.8623  1.7887  -8.7805
H  3.1346  2.1585  -6.6033
H  3.0502  0.4060  -6.8906
H  4.0269  2.4901  -4.4685
H  3.1771  0.9652  -4.2829
H  5.0370  -0.2760  -3.7805
H  4.8572  0.9435  -2.4291
H  6.0777  1.1837  -3.6219
C  -0.8382  3.8015  -5.4723
C  -0.6761  2.3351  -5.6959
O  -1.5062  1.8744  -6.7022
C  -1.2999  0.5573  -7.0873
C  -2.2743  0.1813  -8.1549
H  -0.1244  4.2145  -4.7640
H  -0.6583  4.3043  -6.4162
H  -1.8575  4.0478  -5.2013
H  0.3795  2.0578  -5.9043
H  -0.8524  1.7642  -4.7701
H  -0.2671  0.5451  -7.4644
H  -1.3616  -0.1219  -6.2382
H  -3.3076  0.1929  -7.7390
H  -2.1033  -0.7963  -8.5887
H  -2.2927  0.9427  -8.9546
C  6.9343  -2.2191  -0.0669
C  6.0016  -2.8063  -1.0452
O  4.8987  -1.9149  -1.1426
C  3.8359  -2.3828  -1.9747
C  2.4880  -1.8552  -1.5971
H  7.9014  -2.6545  -0.1396
H  7.0042  -1.1381  -0.3533
H  6.4715  -2.3210  0.9061
H  6.5526  -2.8447  -1.9976
H  5.6244  -3.8044  -0.8424
H  4.1093  -2.1500  -3.0139
H  3.8226  -3.4621  -1.9024
H  2.2137  -2.0544  -0.5770
H  1.7685  -2.2190  -2.3348
H  2.4346  -0.7712  -1.7355

Summary:
LUMO: 0.586 eV
ΔE to the lowest compared entry with this formula, charge and spin: 223.61 kJ/mol
Highest occupied orbital energy: -9.404 eV

***

Number 1: E -6253.695860 Eh, orbital gap 8.868 eV. Number 2: E -3737.946457 Eh, orbital gap 9.990 eV.